Entry 1:
C2H4N2O2 | wB97M-V/def2-TZVPD

```
! RIJCOSX wB97M-V def2-TZVPD def2/J DEFGRID3
* xyz 0 1
H 3.572 0.521 0.063
N 2.600 0.893 0.021
N 1.640 0.168 -0.194
O 1.895 -1.259 -0.282
H 1.107 -1.889 -0.415
C -2.490 0.715 0.052
C -1.650 -0.223 0.281
O -1.060 -1.175 0.563
H -3.538 0.721 0.389
H -2.076 1.529 -0.476
*
```

The HOMO-LUMO gap is 10.3 eV. As for the LUMO energy: 0.81 eV. The max |F| comes out at 2.7 eV/Å. As for the energy above the lowest of the compared OMol25 structures with the same formula, charge and spin: 118.2 kcal per mole.

Mulliken population analysis, charges in e, atoms 1 to 2: H 0.268; N -0.443

Entry 2:
C2H4N2O2 | wB97M-V/def2-TZVPD

```
! RIJCOSX wB97M-V def2-TZVPD def2/J DEFGRID3
* xyz 0 1
C -0.356 0.809 -0.931
N 0.147 0.742 0.428
C 1.024 -0.087 0.761
O 2.070 -0.578 0.009
N 1.501 -1.776 -0.506
O 1.224 -2.552 0.368
H 0.371 0.860 -1.714
H -0.826 -0.222 -0.975
H -0.983 1.780 -1.027
H 0.980 -0.612 1.699
*
```

The HOMO-LUMO gap is 9.0 eV. As for the LUMO energy: -0.89 eV. The max |F| comes out at 3.2 eV/Å. As for the energy above the lowest of the compared OMol25 structures with the same formula, charge and spin: 144.7 kcal per mole.

Mulliken population analysis, charges in e, atoms 1 to 2: C -0.662; N -0.332

Entry 3:
C2H4N2O2 | wB97M-V/def2-TZVPD

```
! RIJCOSX wB97M-V def2-TZVPD def2/J DEFGRID3
* xyz 0 1
C 1.835 -0.322 -0.015
N 0.656 -0.394 0.176
O 0.093 0.863 -0.068
C -1.192 0.938 0.012
N -2.107 0.055 0.161
O -1.649 -1.289 -0.148
H 2.380 0.558 -0.238
H 2.211 -1.247 0.077
H -1.671 1.974 -0.153
H -0.556 -1.136 0.197
*
```

The HOMO-LUMO gap is 9.1 eV. As for the LUMO energy: 0.32 eV. The max |F| comes out at 6.1 eV/Å. As for the energy above the lowest of the compared OMol25 structures with the same formula, charge and spin: 160.8 kcal per mole.

Mulliken population analysis, charges in e, atoms 1 to 2: C -0.369; N -0.207

Entry 4:
C2H4N2O2 | wB97M-V/def2-TZVPD

```
! RIJCOSX wB97M-V def2-TZVPD def2/J DEFGRID3
* xyz 0 1
C -0.494 -3.300 -0.129
C 0.483 2.221 0.305
N -0.321 -0.034 -0.175
N 0.182 1.119 -0.393
O 0.310 -3.265 -0.932
O -1.289 -3.367 0.668
H 0.490 2.384 1.371
H 0.730 3.136 -0.228
H -0.378 -0.153 0.849
H 0.287 1.258 -1.336
*
```

The HOMO-LUMO gap is 8.9 eV. As for the LUMO energy: 0.79 eV. The max |F| comes out at 3.9 eV/Å. As for the energy above the lowest of the compared OMol25 structures with the same formula, charge and spin: 73.9 kcal per mole.

Mulliken population analysis, charges in e, atoms 1 to 2: C 0.672; C -0.341

Entry 5:
C2H4N2O2 | wB97M-V/def2-TZVPD

```
! RIJCOSX wB97M-V def2-TZVPD def2/J DEFGRID3
* xyz 0 3
C 1.041 0.156 0.473
C -0.292 0.710 0.104
N 1.902 -0.203 -0.394
N 3.436 -0.187 -0.030
O 3.674 0.929 0.331
O 4.100 -1.128 -0.271
H 1.149 0.325 1.499
H -0.163 1.729 -0.015
H -0.976 0.664 0.908
H -0.650 0.221 -0.745
*
```

Its expectation value of S² is 2.011. The HOMO-LUMO gap (alpha / beta) is 5.9 / 7.2 eV. As for the LUMO energy (alpha / beta): -0.10 / -3.67 eV. The max |F| comes out at 3.5 eV/Å. As for the energy above the lowest of the compared OMol25 structures with the same formula, charge and spin: 114.7 kcal per mole.

Mulliken population analysis, charges in e, atoms 1 to 2: C -0.014; C -1.007

Entry 6:
C2H4N2O2S | wB97M-V/def2-TZVPD

```
! RIJCOSX wB97M-V def2-TZVPD def2/J DEFGRID3
* xyz 0 1
N 1.148 1.125 -0.036
C 1.695 -0.049 -0.021
S 3.233 -0.526 -0.153
O 0.675 -0.970 0.103
C -0.613 -0.963 -0.034
N -1.283 0.037 -0.129
O -2.630 -0.336 -0.169
H 1.683 1.996 0.395
H 0.103 1.199 -0.161
H -1.026 -2.039 0.216
H -2.986 0.525 -0.009
*
```

The HOMO-LUMO gap is 9.5 eV. As for the LUMO energy: 0.67 eV. The max |F| comes out at 6.1 eV/Å. As for the energy above the lowest of the compared OMol25 structures with the same formula, charge and spin: 75.3 kcal per mole.

Mulliken population analysis, charges in e, atoms 1 to 2: N -0.319; C 0.262

Entry 7:
C2H4N2O2S | wB97M-V/def2-TZVPD

```
! RIJCOSX wB97M-V def2-TZVPD def2/J DEFGRID3
* xyz 0 1
C 1.219 -1.678 -0.204
C 0.441 -0.824 0.626
N 1.518 -0.465 -0.214
N -1.280 0.522 -1.201
O -1.808 -1.800 -0.300
O -1.987 0.135 1.221
S -1.296 -0.531 0.136
H 1.385 -2.456 -0.810
H 0.500 -0.753 1.973
H -1.410 1.383 -0.775
H -0.574 0.415 -2.019
*
```

The HOMO-LUMO gap is 11.0 eV. As for the LUMO energy: 0.30 eV. The max |F| comes out at 5.9 eV/Å. As for the energy above the lowest of the compared OMol25 structures with the same formula, charge and spin: 99.5 kcal per mole.

Mulliken population analysis, charges in e, atoms 1 to 2: C -0.318; C 0.209

Entry 8:
C2H4N2O2S | wB97M-V/def2-TZVPD

```
! RIJCOSX wB97M-V def2-TZVPD def2/J DEFGRID3
* xyz 0 1
C -0.622 -0.256 2.788
C -0.785 0.259 1.684
S -1.040 0.749 0.053
N -1.360 -0.755 -0.589
H -0.669 -0.649 3.816
H -0.562 -1.111 -1.048
H -2.070 -0.737 -1.211
O 0.992 -0.245 -1.968
N 0.989 0.912 -1.559
O 2.151 1.223 -0.981
H 2.975 0.608 -0.984
*
```

The HOMO-LUMO gap (alpha / beta) is 8.5 / 8.5 eV. As for the LUMO energy (alpha / beta): -0.06 / -0.06 eV. The max |F| comes out at 4.4 eV/Å. As for the energy above the lowest of the compared OMol25 structures with the same formula, charge and spin: 146.5 kcal per mole.

Mulliken population analysis, charges in e, atoms 1 to 2: C 0.117; C -0.420

Entry 9:
C2H4N2O2S | wB97M-V/def2-TZVPD

```
! RIJCOSX wB97M-V def2-TZVPD def2/J DEFGRID3
* xyz 0 1
C 1.251 1.227 -1.241
N 1.662 0.117 -0.689
S 2.758 -0.135 0.526
H 0.482 1.205 -2.031
H 1.658 2.148 -1.026
H 1.287 -0.710 -1.062
O -1.298 -1.923 -0.684
C -1.470 -1.299 0.265
N -2.025 -0.934 1.271
O -1.827 0.174 2.018
H -2.478 0.129 2.654
*
```

The HOMO-LUMO gap (alpha / beta) is 8.0 / 8.0 eV. As for the LUMO energy (alpha / beta): -0.09 / -0.09 eV. The max |F| comes out at 3.5 eV/Å. As for the energy above the lowest of the compared OMol25 structures with the same formula, charge and spin: 103.8 kcal per mole.

Mulliken population analysis, charges in e, atoms 1 to 2: C -0.334; N -0.199

Entry 10:
C2H4N2O2S | wB97M-V/def2-TZVPD

```
! RIJCOSX wB97M-V def2-TZVPD def2/J DEFGRID3
* xyz 0 3
C 2.485 0.501 0.260
C 0.138 0.450 0.379
N -1.596 -0.360 -1.495
N -0.374 -0.548 1.292
O 0.395 -1.329 1.797
O -1.575 -0.463 1.443
S -0.535 0.866 -0.999
H 2.601 1.456 -0.432
H 2.774 0.526 1.210
H -2.508 -0.673 -0.995
H -1.806 -0.425 -2.459
*
```

Its expectation value of S² is 2.070. The HOMO-LUMO gap (alpha / beta) is 7.7 / 8.3 eV. As for the LUMO energy (alpha / beta): -0.26 / -1.63 eV. The max |F| comes out at 6.4 eV/Å. As for the energy above the lowest of the compared OMol25 structures with the same formula, charge and spin: 127.9 kcal per mole.

Mulliken population analysis, charges in e, atoms 1 to 2: C -0.527; C -0.078

Entry 11:
C2H4N2O2S2 | wB97M-V/def2-TZVPD

```
! RIJCOSX wB97M-V def2-TZVPD def2/J DEFGRID3
* xyz -2 1
C -1.512 -1.442 0.107
C 2.481 0.279 0.053
N -1.686 -0.271 0.275
N 1.823 -0.914 -0.415
O -2.968 1.440 -1.240
O -2.681 1.855 1.216
S -1.468 -2.973 -0.238
S -3.169 0.904 0.139
H 3.678 0.231 -0.044
H 2.252 1.381 -0.302
H 2.340 0.328 1.149
H 0.910 -0.819 -0.702
*
```

The HOMO-LUMO gap is 3.4 eV. As for the LUMO energy: 5.40 eV. The max |F| comes out at 3.6 eV/Å. As for the energy above the lowest of the compared OMol25 structures with the same formula, charge and spin: 41.3 kcal per mole.

Mulliken population analysis, charges in e, atoms 1 to 2: C 0.359; C -0.580

Entry 12:
C2H4N2O3 | wB97M-V/def2-TZVPD

```
! RIJCOSX wB97M-V def2-TZVPD def2/J DEFGRID3
* xyz 0 1
C 0.720 -0.953 0.356
C 0.502 1.026 -0.384
N -1.553 -0.064 0.269
O 1.782 -1.188 -0.426
O -0.231 2.156 -0.328
N -0.253 -0.056 -0.270
O 0.414 -1.630 1.307
H 2.316 -1.878 -0.005
H 0.296 2.887 -0.688
H -2.077 0.707 -0.097
H -1.915 -1.008 0.265
*
```

The HOMO-LUMO gap is 9.7 eV. As for the LUMO energy: 0.68 eV. The max |F| comes out at 2.9 eV/Å. As for the energy above the lowest of the compared OMol25 structures with the same formula, charge and spin: 86.5 kcal per mole.

Mulliken population analysis, charges in e, atoms 1 to 2: C 0.725; C -0.552